Record 1
ORCA calculation (the ωB97M-V functional and the def2-TZVPD basis) on 2 unconnected molecules or ions with the total composition C2H12N4 at a distorted geometry.

LUMO energy: 0.77 eV
SMILES string: NCN.NCN
Gap between HOMO and LUMO: 9.768 eV
Energy relative to the best compared isomer or geometry (same formula, charge and spin): 122.7 kJ/mol
Molecular weight: 92.15 u
HOMO level: -9.0 eV
Strongest force on any atom: 3.40 eV/Å

Geometry as ORCA input:
```
! RIJCOSX wB97M-V def2-TZVPD def2/J DEFGRID3
* xyz 0 1
N 2.781 0.779 -0.382
C 1.759 0.901 0.707
N 0.479 1.527 0.491
H 2.782 -0.201 -0.735
H 2.669 1.356 -1.212
H 1.458 -0.181 1.046
H 2.364 1.333 1.481
H 0.459 2.182 -0.271
H -0.209 0.868 0.321
N -2.300 -1.162 1.025
C -1.926 -1.268 -0.427
N -0.847 -0.566 -0.987
H -1.434 -1.299 1.648
H -2.558 -0.163 1.309
H -1.479 -2.247 -0.396
H -2.903 -1.137 -0.885
H -0.015 -1.013 -1.288
H -1.078 0.292 -1.444
*
```

Record 2
ORCA calculation (the ωB97M-V functional and the def2-TZVPD basis) on 6 unconnected molecules or ions with the total composition C15H23F3N4O5 at a distorted geometry.

LUMO energy: 0.00 eV
SMILES string: CCOC(=O)C(F)(F)F.COC(=O)OC.CC#N.CC#N.CC#N.CC#N
Gap between HOMO and LUMO: 10.967 eV
Energy relative to the best compared isomer or geometry (same formula, charge and spin): 5.8 kJ/mol
Molecular weight: 396.37 u
HOMO level: -11.0 eV
Strongest force on any atom: 3.99 eV/Å

Geometry as ORCA input:
```
! RIJCOSX wB97M-V def2-TZVPD def2/J DEFGRID3
* xyz 0 1
C -22.941 14.300 -19.337
C -22.871 13.165 -18.255
O -22.668 11.863 -18.887
C -21.429 11.467 -19.382
O -20.359 11.925 -19.109
C -21.546 10.248 -20.348
F -22.780 9.830 -20.554
F -20.938 10.611 -21.502
F -20.818 9.310 -19.801
H -23.893 14.212 -19.860
H -22.060 14.298 -19.978
H -22.810 15.302 -18.927
H -23.755 13.297 -17.631
H -22.034 13.345 -17.580
C -21.277 12.934 -12.097
O -22.259 13.896 -12.459
C -21.999 14.695 -13.472
O -20.942 14.809 -14.151
O -23.017 15.544 -13.542
C -22.873 16.733 -14.254
H -21.637 11.989 -12.503
H -21.276 12.885 -11.008
H -20.287 13.089 -12.524
H -22.262 16.686 -15.155
H -22.605 17.544 -13.577
H -23.895 16.956 -14.561
C -32.213 21.276 -18.601
C -33.294 21.275 -17.623
N -34.150 21.315 -16.839
H -32.236 20.311 -19.108
H -31.284 21.360 -18.037
H -32.392 22.162 -19.210
C -25.893 8.861 -16.540
C -26.569 10.199 -16.306
N -27.058 11.240 -16.079
H -24.845 8.951 -16.252
H -26.053 8.441 -17.533
H -26.327 8.155 -15.831
C -27.811 14.577 -12.188
C -27.114 13.372 -11.657
N -26.524 12.440 -11.367
H -28.479 14.156 -12.939
H -27.061 15.287 -12.536
H -28.450 15.039 -11.436
C -27.571 16.107 -17.489
C -27.870 17.315 -18.253
N -28.013 18.280 -18.912
H -26.879 15.472 -18.042
H -28.474 15.730 -17.009
H -26.985 16.509 -16.662
*
```

Record 3
ORCA calculation (the ωB97M-V functional and the def2-TZVPD basis) on a molecular structure, C8H23N2O8PS3.

LUMO energy: -0.66 eV
Gap between HOMO and LUMO: 7.617 eV
Molecular weight: 402.45 u
HOMO level: -8.3 eV
Strongest force on any atom: 0.82 eV/Å

Geometry as ORCA input:
```
! RIJCOSX wB97M-V def2-TZVPD def2/J DEFGRID3
* xyz 0 1
C -1.206 2.359 4.703
O -0.546 1.119 4.705
C -0.375 0.495 5.956
C 1.000 -0.173 6.041
C 1.501 -0.831 4.753
S 2.924 0.010 4.026
O 3.233 1.144 4.862
O 3.957 -0.983 3.902
N 2.494 0.641 2.581
S 2.225 -0.351 1.392
O 2.103 -1.751 1.687
O 2.951 0.047 0.213
P 0.226 0.162 0.709
O 0.313 1.603 0.008
O -0.629 0.285 2.044
S -0.498 -1.170 -0.505
H -2.222 2.261 4.307
H -0.651 3.044 4.060
H -1.255 2.807 5.697
H -1.153 -0.263 6.108
H -0.447 1.222 6.768
H 1.721 0.547 6.416
H 0.912 -0.957 6.796
H 0.735 -0.964 3.993
H 1.882 -1.822 4.983
H 0.733 2.230 0.618
H -1.426 0.817 1.942
C 0.199 0.453 -5.646
C -0.209 -0.725 -4.777
C -0.933 -1.846 -5.517
O -2.254 -1.461 -5.841
C -2.468 -0.975 -7.167
N -1.170 -0.247 -3.728
H -0.666 1.024 -5.988
H 0.852 1.133 -5.097
H 0.744 0.103 -6.520
H 0.660 -1.117 -4.248
H -1.013 -2.716 -4.860
H -0.369 -2.150 -6.400
H -1.749 -1.406 -7.865
H -2.401 0.115 -7.204
H -3.471 -1.271 -7.464
H -0.884 0.629 -3.290
H -1.283 -0.940 -2.979
H -2.088 -0.132 -4.172
*
```

Record 4
ORCA calculation (the ωB97M-V functional and the def2-TZVPD basis) on a molecular structure, C3H3BiFO3 at a distorted geometry.

LUMO energy (spin up / spin down): -11.73 / -11.71 eV
Gap between HOMO and LUMO (spin up / spin down): 5.817 / 10.499 eV
Energy relative to the best compared isomer or geometry (same formula, charge and spin): 25.0 kJ/mol
Molecular weight: 315.03 u
HOMO level (spin up / spin down): -17.5 / -22.2 eV
Strongest force on any atom: 6.56 eV/Å
Expectation value of S²: 0.753

Geometry as ORCA input:
```
! RIJCOSX wB97M-V def2-TZVPD def2/J DEFGRID3
* xyz 2 2
C -1.067 0.871 -0.217
C -1.142 -0.595 0.013
O 0.058 -1.044 0.695
C 1.187 -0.642 0.130
O 2.283 -0.816 0.753
O 1.092 0.460 -0.601
Bi 3.120 0.713 -0.267
F -1.031 1.624 0.901
H -1.334 1.394 -1.134
H -1.198 -1.106 -0.955
H -1.968 -0.860 0.681
*
```

Record 5
ORCA calculation (the ωB97M-V functional and the def2-TZVPD basis) on a molecular structure, C15H25BrN3OSTc.

LUMO energy (spin up / spin down): -11.89 / -12.65 eV
Gap between HOMO and LUMO (spin up / spin down): 6.573 / 6.000 eV
Energy relative to the best compared isomer or geometry (same formula, charge and spin): 29.3 kJ/mol
Molecular weight: 473.36 u
HOMO level (spin up / spin down): -18.5 / -18.6 eV
Strongest force on any atom: 0.33 eV/Å
Expectation value of S²: 3.779

Geometry as ORCA input:
```
! RIJCOSX wB97M-V def2-TZVPD def2/J DEFGRID3
* xyz 3 4
Tc -3.049 -0.926 1.187
N -5.066 -0.221 0.900
N -6.113 -1.122 1.228
C -5.822 -2.233 1.904
N -6.746 -3.086 2.251
S -4.156 -2.543 2.362
H -5.229 0.657 1.400
H -5.142 -0.009 -0.101
H -7.060 -0.841 0.992
H -7.729 -2.964 2.029
H -6.501 -3.924 2.765
C 3.217 3.004 1.990
C 3.208 2.113 0.756
C 4.376 1.084 0.845
C 3.425 2.981 -0.521
C 1.942 1.354 0.574
C 0.840 1.494 1.497
C -0.257 0.754 1.247
Br -1.797 0.893 2.399
C -0.394 -0.143 0.147
O -1.533 -0.821 0.046
C 0.667 -0.298 -0.797
C 1.782 0.463 -0.526
C 0.671 -1.208 -2.031
C -0.604 -2.025 -2.249
C 1.848 -2.191 -1.882
C 0.890 -0.315 -3.265
H 4.176 3.517 2.044
H 3.109 2.435 2.915
H 2.448 3.778 1.950
H 5.293 1.660 0.964
H 4.477 0.478 -0.054
H 4.266 0.433 1.711
H 4.360 3.521 -0.374
H 2.625 3.710 -0.647
H 3.519 2.388 -1.428
H 0.921 2.168 2.338
H 2.619 0.379 -1.203
H -0.801 -2.721 -1.435
H -0.456 -2.619 -3.151
H -1.478 -1.396 -2.421
H 1.729 -2.832 -1.008
H 2.811 -1.686 -1.814
H 1.881 -2.828 -2.765
H 0.079 0.403 -3.390
H 0.920 -0.946 -4.153
H 1.832 0.231 -3.227
*
```

Record 6
ORCA calculation (the ωB97M-V functional and the def2-TZVPD basis) on a molecular structure, C25H49CrNO2SSi2 at a distorted geometry.

LUMO energy (spin up / spin down): -4.22 / -3.64 eV
Gap between HOMO and LUMO (spin up / spin down): 6.863 / 7.492 eV
Energy relative to the best compared isomer or geometry (same formula, charge and spin): 107.6 kJ/mol
Molecular weight: 535.91 u
HOMO level (spin up / spin down): -11.1 / -11.1 eV
Strongest force on any atom: 1.72 eV/Å
Expectation value of S²: 4.037

Geometry as ORCA input:
```
! RIJCOSX wB97M-V def2-TZVPD def2/J DEFGRID3
* xyz 1 4
O -1.462 -1.863 -1.267
O 0.984 1.540 -4.627
C -0.291 -2.668 -1.635
C -0.706 -4.139 -1.636
H 0.473 -2.434 -0.873
H 0.100 -2.433 -2.645
H -0.950 -4.442 -0.609
H 0.116 -4.764 -2.003
H -1.562 -4.302 -2.303
C -1.844 -0.862 -2.232
C -1.473 -1.140 -3.680
H -1.411 0.118 -1.933
H -2.948 -0.800 -2.123
H -0.520 -0.643 -3.934
H -2.249 -0.701 -4.324
H -1.408 -2.207 -3.951
C 0.590 2.573 -3.729
C 2.374 1.236 -4.552
C -0.840 2.945 -4.043
H 1.252 3.439 -3.874
H 0.635 2.296 -2.659
H -0.976 3.188 -5.103
H -1.126 3.819 -3.453
H -1.507 2.110 -3.795
C 2.834 0.655 -5.873
H 2.587 0.505 -3.749
H 2.957 2.148 -4.329
H 2.222 -0.197 -6.171
H 3.870 0.345 -5.769
H 2.775 1.403 -6.666
H 1.772 0.175 0.739
Cr -0.993 -1.000 1.571
C 2.060 0.883 -0.070
Si 3.805 1.266 0.531
H 2.037 0.309 -1.014
H 1.282 1.660 -0.033
C 4.787 -0.221 -0.162
C 3.306 0.847 2.310
C 4.141 3.077 0.218
C -2.783 -1.927 1.547
Si -3.753 -0.315 1.368
H -2.958 -2.445 2.513
H -2.690 -2.683 0.736
C -5.065 -0.771 0.124
C -2.859 1.183 0.650
C -4.275 0.172 3.103
H 3.618 3.436 -0.680
H 5.198 3.373 0.120
H 3.729 3.629 1.073
H 4.351 -1.117 0.329
H 5.872 -0.250 0.049
H 4.641 -0.355 -1.252
H 2.928 -0.198 2.285
H 2.448 1.481 2.604
H 4.135 0.917 3.044
H -3.564 1.650 -0.048
H -1.936 0.967 0.087
H -2.633 1.939 1.409
H -5.081 0.917 3.063
H -3.449 0.605 3.690
H -4.637 -0.706 3.658
H -6.005 -0.253 0.347
H -5.217 -1.857 0.173
H -4.740 -0.519 -0.894
S 0.910 -2.695 5.244
C 1.485 -3.761 4.021
C 1.105 -3.336 2.726
C 0.356 -2.131 2.726
C 0.240 -1.629 4.011
C -0.351 -0.333 4.268
C -0.471 0.311 5.512
C -0.831 1.651 5.567
C -0.975 2.353 4.366
C -0.848 1.670 3.161
N -0.667 0.328 3.100
H 2.027 -4.662 4.299
H 1.356 -3.868 1.816
H -0.243 -0.249 6.421
H -0.959 2.142 6.530
H -1.199 3.414 4.372
H -0.908 2.197 2.215
*
```

Record 7
ORCA calculation (the ωB97M-V functional and the def2-TZVPD basis) on a molecular structure, C4H6INO3SZr at a distorted geometry.

LUMO energy: -19.97 eV
Gap between HOMO and LUMO: 5.385 eV
Molecular weight: 366.29 u
HOMO level: -25.4 eV
Strongest force on any atom: 7.70 eV/Å

Geometry as ORCA input:
```
! RIJCOSX wB97M-V def2-TZVPD def2/J DEFGRID3
* xyz 4 1
C -2.264 0.515 -0.011
C -0.784 0.706 0.071
O -0.271 1.739 -0.078
N 0.109 -0.500 0.435
C 0.282 -0.678 1.921
S 1.470 -0.671 -0.421
I 1.027 -1.161 -2.946
C 2.405 1.094 -0.518
O 3.026 1.172 -1.524
O 2.176 1.798 0.405
H -2.589 0.768 -1.015
H -2.729 1.236 0.658
H -2.541 -0.493 0.273
H 1.299 -1.002 2.113
H 0.035 0.217 2.487
H -0.352 -1.526 2.201
Zr -0.298 -3.215 -4.051
*
```

Q: Which of these has the lowest strongest force on any atom?
A: C15H25BrN3OSTc